# 1
The following is a DFT calculation (ωB97M-V with the def2-TZVPD basis set) of 2 unconnected molecules or ions with the total composition C2H4ClP in a non-equilibrium geometry.

Calculated values
Max |F| ... 2.38 eV/Å
HOMO-LUMO gap (spin up / spin down) ... 0.2940 / 0.2082 Ha
Spin multiplicity ... 3
Relative energy (zero: lowest compared OMol25 entry of this formula, charge and spin) ... 37.8 kcal/mol
Net charge ... 0
HOMO (spin up / spin down) ... -7.941 / -9.600 eV

Last column: Löwdin charge in e.
Element x y z (Å)
C: 0.035 -0.299 0.052  -0.6908
C: -0.682 0.866 -0.569  -0.2155
P: -0.067 -0.644 1.657  0.7233
Cl: 2.429 -2.246 1.541  -0.0862
H: 0.751 -1.038 -0.527  0.0533
H: -1.128 1.424 0.235  0.0331
H: -1.466 0.495 -1.340  0.1098
H: 0.127 1.442 -1.048  0.0731

Forces on the atoms, in the same order (eV/Å):
C 1.207 -1.537 -0.946
C 0.398 -1.200 -1.448
P -0.271 -0.356 0.923
Cl 0.164 0.132 -0.071
H -1.726 1.532 0.589
H -0.421 0.416 -0.018
H 1.354 0.804 1.212
H -0.704 0.209 -0.241



# 2
The following is a DFT calculation (ωB97M-V with the def2-TZVPD basis set) of 8 unconnected molecules or ions with the total composition C31H67FNO26P2S.

Calculated values
Max |F| ... 0.99 eV/Å
HOMO-LUMO gap ... 0.2776 Ha
Net charge ... -1
HOMO ... -5.608 eV

Last column: Löwdin charge in e.
Element x y z (Å)
C: 3.960 1.577 -1.612  -0.0717
C: 2.511 1.742 -1.158  -0.3045
O: 1.981 0.537 -0.640  -0.4193
P: 0.823 -0.513 -1.292  0.6005
C: -0.285 0.896 -1.947  -0.2964
C: -1.759 0.637 -1.749  -0.2536
O: -2.464 1.115 -2.931  -0.0205
C: -3.790 1.359 -2.860  -0.5298
C: -4.553 0.641 -1.766  0.0170
O: -4.311 2.083 -3.670  0.0871
P: 1.909 -0.829 -3.292  0.6566
N: 2.054 0.325 -4.374  -0.3476
C: 1.609 -2.013 -0.403  -0.4728
C: 3.013 -1.816 0.153  -0.1161
C: 1.583 -3.312 -1.242  -0.2841
C: 0.235 -3.858 -1.745  -0.1147
S: -0.230 0.002 0.952  0.6170
O: -0.769 1.347 1.023  -0.3975
O: 0.544 -0.443 2.090  -0.3913
F: -1.619 -0.908 1.104  -0.3173
H: 4.201 0.520 -1.723  0.0503
H: 4.128 2.050 -2.579  0.0657
H: 4.657 2.006 -0.893  0.0632
H: 2.438 2.483 -0.357  0.1165
H: 1.894 2.120 -1.977  0.0817
H: -0.258 -1.391 -1.687  -0.0003
H: -0.026 1.862 -1.519  0.0787
H: -0.106 0.937 -3.024  0.0526
H: -2.131 1.165 -0.879  0.0947
H: -1.958 -0.433 -1.633  0.0980
H: -4.291 1.024 -0.780  0.0849
H: -5.614 0.800 -1.937  0.0822
H: -4.323 -0.425 -1.762  0.0895
H: 3.159 -1.390 -2.946  -0.0331
H: 1.334 -1.996 -3.844  -0.0381
H: 1.656 1.208 -4.080  -0.0703
H: 0.950 -2.210 0.447  0.0821
H: 3.023 -1.053 0.926  0.0556
H: 3.710 -1.522 -0.635  0.0581
H: 3.389 -2.748 0.586  0.0738
H: 2.005 -4.067 -0.572  0.0993
H: 2.304 -3.239 -2.060  0.0692
H: 0.166 -4.928 -1.540  0.0637
H: -0.608 -3.378 -1.248  0.0612
H: 0.081 -3.728 -2.815  0.0379
C: -4.187 1.692 3.782  -0.0123
O: -4.970 1.636 2.582  0.0122
C: -6.039 2.419 2.564  -0.6246
O: -6.404 3.160 3.446  0.1064
O: -6.662 2.247 1.397  -0.0017
C: -7.866 3.000 1.239  -0.0402
H: -3.384 0.977 3.636  0.1002
H: -3.780 2.691 3.927  0.1022
H: -4.802 1.418 4.638  0.0797
H: -7.664 4.066 1.316  0.0963
H: -8.595 2.718 1.998  0.0937
H: -8.230 2.751 0.247  0.0927
C: -7.411 1.520 6.239  -0.0346
O: -7.195 0.361 7.059  0.0079
C: -7.080 0.617 8.357  -0.6249
O: -7.157 1.700 8.880  0.1194
O: -6.868 -0.537 8.997  0.0002
C: -6.712 -0.403 10.412  -0.0433
H: -7.481 1.147 5.223  0.0890
H: -8.332 2.024 6.527  0.0991
H: -6.580 2.216 6.325  0.0949
H: -7.608 0.027 10.857  0.0948
H: -5.860 0.233 10.645  0.0964
H: -6.549 -1.412 10.779  0.0916
C: 7.233 4.599 -4.471  -0.0329
O: 8.012 5.171 -3.410  -0.0001
C: 7.393 5.170 -2.229  -0.6258
O: 6.285 4.754 -2.015  0.1216
O: 8.205 5.715 -1.319  -0.0002
C: 7.666 5.689 0.011  -0.0353
H: 7.861 4.665 -5.353  0.0909
H: 6.988 3.562 -4.248  0.0982
H: 6.310 5.159 -4.610  0.0972
H: 7.515 4.663 0.341  0.0995
H: 6.716 6.217 0.050  0.0946
H: 8.404 6.185 0.633  0.0918
C: 4.871 -0.710 3.368  -0.0225
O: 6.100 -1.330 3.799  0.0019
C: 6.509 -2.314 3.002  -0.6243
O: 5.945 -2.688 2.008  0.1235
O: 7.649 -2.817 3.489  -0.0032
C: 8.187 -3.887 2.707  -0.0459
H: 4.669 0.060 4.105  0.0936
H: 4.991 -0.278 2.377  0.0942
H: 4.064 -1.439 3.337  0.0986
H: 8.407 -3.550 1.696  0.0957
H: 7.483 -4.716 2.657  0.0955
H: 9.097 -4.187 3.218  0.0897
C: 7.169 8.105 5.069  -0.0433
O: 6.601 7.117 4.203  -0.0039
C: 5.269 7.174 4.106  -0.6275
O: 4.563 7.970 4.671  0.1196
O: 4.868 6.212 3.285  0.0020
C: 3.449 6.151 3.074  -0.0226
H: 8.239 7.928 5.042  0.0913
H: 6.934 9.106 4.713  0.0956
H: 6.786 7.990 6.082  0.0960
H: 3.093 7.082 2.637  0.0974
H: 2.934 5.973 4.015  0.0983
H: 3.297 5.322 2.391  0.0956
C: -1.423 -1.306 -4.969  -0.0127
O: -1.142 -2.705 -4.788  -0.0193
C: -1.757 -3.519 -5.631  -0.6221
O: -2.534 -3.205 -6.498  0.1189
O: -1.406 -4.776 -5.332  -0.0049
C: -2.039 -5.772 -6.139  -0.0411
H: -0.859 -0.797 -4.197  0.0501
H: -1.094 -0.979 -5.953  0.1069
H: -2.487 -1.112 -4.851  0.0993
H: -1.778 -5.643 -7.188  0.0960
H: -3.122 -5.726 -6.034  0.0799
H: -1.670 -6.723 -5.766  0.0932
C: -6.071 -10.156 -5.721  -0.0409
O: -6.544 -9.201 -4.766  0.0018
C: -5.955 -8.006 -4.852  -0.6233
O: -5.100 -7.702 -5.644  0.1158
O: -6.470 -7.210 -3.920  0.0059
C: -5.902 -5.890 -3.891  -0.0252
H: -6.637 -11.061 -5.525  0.0916
H: -6.249 -9.802 -6.735  0.0959
H: -5.005 -10.333 -5.589  0.0964
H: -6.061 -5.387 -4.843  0.0992
H: -4.835 -5.941 -3.684  0.0968
H: -6.423 -5.374 -3.091  0.0944

Forces on the atoms, in the same order (eV/Å):
C 0.098 -0.004 -0.029
C -0.291 0.084 -0.038
O 0.205 -0.129 0.182
P 0.377 -0.207 -0.891
C 0.020 0.078 0.163
C -0.202 -0.140 -0.186
O -0.221 0.352 0.012
C 0.187 -0.180 0.110
C -0.034 0.187 -0.087
O 0.089 -0.227 0.093
P -0.052 0.225 -0.092
N -0.130 -0.194 0.212
C -0.088 -0.039 -0.001
C 0.053 -0.024 -0.007
C 0.019 -0.014 0.027
C -0.071 0.003 0.053
S -0.188 0.081 0.203
O 0.052 0.187 0.165
O 0.059 0.044 0.180
F -0.135 -0.156 -0.047
H -0.051 0.004 0.000
H 0.013 0.056 0.016
H 0.026 -0.031 0.012
H 0.020 0.021 -0.009
H 0.103 -0.079 -0.056
H 0.054 0.012 0.073
H -0.031 -0.038 0.000
H 0.033 0.034 0.000
H 0.031 -0.011 0.072
H -0.034 0.023 0.006
H 0.013 0.037 0.008
H -0.011 -0.029 0.009
H 0.025 -0.010 -0.038
H 0.041 0.007 0.106
H 0.006 -0.042 -0.005
H 0.043 0.010 -0.030
H -0.103 0.106 -0.020
H -0.004 0.042 -0.039
H 0.044 0.028 0.039
H -0.042 0.001 -0.003
H 0.073 0.025 -0.004
H -0.039 -0.038 -0.062
H 0.009 -0.030 -0.038
H 0.018 -0.067 0.092
H 0.042 0.106 0.015
C 0.052 -0.045 -0.007
O -0.088 0.073 -0.024
C 0.053 -0.008 0.025
O 0.011 -0.089 0.000
O -0.018 -0.040 -0.037
C 0.063 0.018 0.006
H 0.005 0.018 -0.024
H -0.026 0.006 -0.027
H 0.032 -0.003 0.017
H 0.000 0.000 -0.003
H -0.003 -0.001 -0.004
H -0.022 0.018 0.007
C 0.004 0.028 -0.040
O 0.012 -0.002 0.051
C -0.013 0.037 0.027
O 0.005 -0.058 -0.032
O -0.005 0.035 -0.018
C -0.002 -0.008 -0.036
H -0.001 0.018 0.003
H -0.003 -0.010 0.002
H 0.000 -0.011 0.001
H -0.003 -0.009 0.000
H 0.004 -0.008 -0.001
H 0.002 0.013 0.024
C 0.026 0.020 0.026
O -0.031 -0.005 0.032
C -0.050 0.033 0.033
O 0.044 -0.018 -0.034
O -0.041 -0.101 -0.039
C 0.016 0.080 0.043
H -0.021 -0.012 -0.011
H 0.009 -0.002 -0.002
H 0.006 0.007 -0.007
H 0.003 -0.002 -0.006
H 0.006 0.003 0.003
H -0.003 -0.010 0.004
C 0.020 -0.001 0.025
O 0.032 -0.067 -0.056
C -0.175 0.161 0.035
O 0.134 -0.131 -0.032
O -0.025 -0.004 -0.033
C -0.012 0.035 0.030
H -0.025 0.000 -0.016
H 0.010 0.007 0.009
H -0.001 0.009 0.016
H 0.009 0.004 0.004
H 0.004 -0.003 0.010
H 0.001 -0.017 -0.020
C -0.011 -0.027 -0.021
O -0.037 0.001 -0.007
C -0.031 0.052 0.019
O 0.037 -0.050 -0.030
O 0.039 0.011 -0.010
C 0.029 -0.020 0.003
H 0.000 0.021 0.017
H 0.007 -0.002 -0.005
H 0.007 -0.006 0.000
H 0.000 -0.004 -0.003
H 0.000 -0.004 -0.005
H -0.027 0.008 0.004
C -0.007 0.019 -0.008
O 0.050 -0.003 -0.080
C -0.269 -0.076 0.117
O 0.118 0.012 -0.009
O 0.057 0.079 -0.047
C -0.055 -0.036 0.019
H -0.013 0.008 -0.026
H 0.010 -0.001 0.009
H 0.001 -0.022 0.000
H 0.020 0.012 0.007
H 0.009 -0.015 -0.003
H -0.002 -0.002 -0.021
C -0.017 0.021 0.026
O 0.018 0.038 -0.013
C 0.026 0.079 0.015
O -0.002 -0.055 -0.003
O 0.027 -0.037 -0.035
C -0.014 -0.024 0.003
H 0.015 -0.009 -0.020
H -0.008 -0.004 0.002
H -0.003 -0.006 0.007
H -0.008 0.003 0.004
H -0.002 0.000 0.014
H 0.018 0.020 -0.008